Record 1
Density functional theory data (the ωB97M-V functional and the def2-TZVPD basis) for the molecule C4H10N2S in a non-equilibrium geometry.

```
17
Properties=species:S:1:pos:R:3:forces:R:3
C 0.416 0.786 0.604 0.10 0.49 -0.48
C -0.289 1.330 -0.688 0.22 -0.27 -0.16
C -0.215 -0.106 -1.300 -0.73 0.27 0.56
C 0.910 -0.411 -0.243 -1.83 -0.34 -0.05
H -0.072 -0.175 2.370 -0.07 0.15 -0.76
H -0.888 1.193 2.110 0.11 -0.81 -0.63
H 1.191 1.496 0.957 -0.18 -0.56 0.14
H 0.360 2.069 -1.201 -0.31 -0.47 0.17
H -1.301 1.736 -0.616 0.18 -0.02 0.23
H 0.072 -0.218 -2.337 0.09 0.09 -0.27
H -2.104 -0.729 0.117 0.25 -0.16 -0.95
H 1.803 -0.097 -0.716 1.24 0.01 -0.41
H 1.366 -2.394 -0.369 -0.07 0.89 0.81
H 0.098 -2.098 0.562 0.34 0.53 0.04
N -0.537 0.348 1.611 -0.17 0.88 1.44
N 1.031 -1.715 0.352 0.02 -1.14 -0.65
S -1.843 -1.016 -1.211 0.81 0.46 0.96
```
Forces are in eV/Å.

Calculated values
HOMO   -8.8 eV
SMILES   N[C@@H]1[C@H](N)C[C@@H]1S
E_tot   -18124.8368 eV
Frontier orbital gap   9.73 eV

Record 2
Density functional theory data (the ωB97M-V functional and the def2-TZVPD basis) for a 3-piece molecular cluster, C5H13NO2 overall in a non-equilibrium geometry.

```
21
Properties=species:S:1:pos:R:3:forces:R:3
C 1.422 2.111 -0.846 0.39 0.22 0.08
C 0.281 1.470 -1.097 0.44 -0.03 -0.08
N 0.177 0.256 -1.746 0.04 0.16 -0.38
C -0.777 -0.764 -1.381 -0.15 -0.51 0.02
C -1.390 -2.046 0.700 0.21 -0.73 0.51
C -0.481 -1.475 -0.068 -0.28 -0.39 -1.77
H 2.410 1.732 -1.103 -0.24 -0.22 -0.03
H 1.428 3.086 -0.386 -0.21 0.10 -0.05
H -0.650 1.971 -0.864 -0.25 -0.19 0.20
H 1.013 -0.065 -2.210 -0.01 -0.02 0.20
H -0.742 -1.521 -2.168 0.04 0.00 -0.11
H -1.791 -0.376 -1.424 -0.18 0.24 0.19
H -1.090 -2.569 1.603 0.11 -0.13 -0.17
H -2.445 -2.160 0.469 0.00 0.83 0.03
H 0.569 -1.747 -0.058 0.13 0.32 1.01
H 2.580 0.128 2.042 -0.15 -0.11 0.34
H 2.000 -0.329 0.761 -0.40 -0.10 0.09
O 1.878 -0.450 1.714 0.54 0.36 -0.30
H -1.148 0.772 0.953 0.18 -0.11 0.07
H -0.700 0.584 2.403 -0.09 -0.02 -0.33
O -1.467 0.806 1.857 -0.11 0.32 0.48
```
Forces are in eV/Å.

Calculated values
HOMO   -8.4 eV
SMILES   C=CCNC=C.O.O
E_tot   -10979.0180 eV
Frontier orbital gap   9.10 eV

Record 3
Density functional theory data (the ωB97M-V functional and the def2-TZVPD basis) for the molecule C12H24N2O3 in a non-equilibrium geometry.

```
41
Properties=species:S:1:pos:R:3:forces:R:3
C -0.510 -0.379 -2.237 -1.11 -2.69 0.88
C -1.503 -0.005 -1.059 2.36 -0.49 0.51
C 0.702 -1.269 -1.817 -0.18 -1.27 0.59
C 1.931 -0.443 -1.497 0.97 -0.46 -2.24
C 0.403 -2.312 -0.591 0.25 2.19 0.61
C -0.383 -3.644 -0.682 0.56 1.00 -2.89
C -0.324 1.823 0.563 2.07 0.51 0.62
C 0.846 2.728 -0.030 -1.20 -1.32 0.01
C 0.374 0.765 1.488 0.13 -0.06 0.47
C 1.266 1.361 2.562 0.14 0.37 -0.20
C -0.638 -0.101 2.231 -1.96 -0.06 0.34
C -1.801 0.792 2.839 1.66 -0.53 0.50
H -1.052 1.109 -3.435 1.06 -0.23 0.24
H 0.402 0.415 -3.842 -0.16 0.26 0.41
H -0.966 -1.071 -2.931 -1.48 -0.53 0.60
H 0.969 -1.866 -2.720 -0.30 0.25 0.47
H 1.771 0.319 -0.782 0.11 0.32 0.81
H 2.289 0.119 -2.446 -0.36 -1.02 1.56
H 2.670 -1.198 -1.193 0.28 0.74 0.03
H 1.353 -2.627 -0.162 0.51 0.43 -0.23
H 0.001 -1.565 0.212 0.30 -1.92 -1.23
H 0.141 -4.487 -1.267 -0.59 1.49 0.81
H -0.553 -3.960 0.294 -0.38 -0.73 1.64
H -1.326 -3.405 -1.164 -0.35 -0.47 -0.01
H -2.217 1.329 -0.034 -0.74 0.87 1.06
H -0.893 2.565 1.134 0.17 -0.43 0.24
H 1.067 0.115 0.948 -0.50 0.06 -0.51
H 2.144 1.900 2.168 -0.50 -0.24 0.44
H 1.534 0.533 3.196 0.66 -0.26 0.18
H 0.646 1.978 3.189 0.13 0.78 0.29
H -0.178 -0.685 3.041 0.19 0.38 -0.22
H -1.101 -0.877 1.593 0.05 0.51 0.13
H -2.515 1.002 2.096 -1.11 0.06 -1.05
H -2.331 0.297 3.671 0.44 0.38 -0.24
H -1.394 1.789 3.101 -0.29 -0.69 0.50
H 0.456 1.816 -1.718 0.33 0.32 -0.25
N -0.168 0.719 -3.046 -0.13 2.41 -1.00
N -1.278 1.257 -0.343 -1.53 -1.92 -2.60
O -2.397 -0.755 -0.714 0.54 1.21 -0.80
O 1.423 3.512 0.686 -0.28 -0.43 -1.30
O 1.139 2.407 -1.303 0.23 1.18 0.82
```
Forces are in eV/Å.

Calculated values
HOMO   -9.4 eV
SMILES   CC[C@H](C)[C@H](N)C(=O)N[C@H](C(=O)O)[C@@H](C)CC
E_tot   -21954.7424 eV
Frontier orbital gap   9.96 eV

Record 4
Density functional theory data (the ωB97M-V functional and the def2-TZVPD basis) for a 2-piece molecular cluster, C6H8O2 overall in a non-equilibrium geometry.

```
16
Properties=species:S:1:pos:R:3:forces:R:3
C 0.321 -2.102 -2.744 -0.58 0.20 0.07
C 0.657 -0.475 -0.081 0.99 -2.92 1.39
C 0.317 0.310 1.146 -0.70 -1.34 -0.15
C -0.543 0.301 -0.213 -0.67 2.74 0.15
C 1.270 1.432 1.348 0.78 2.34 0.11
C -1.922 -0.317 -0.329 0.83 -1.26 1.94
O 1.260 -2.531 -3.179 0.52 -0.27 -0.31
O 1.330 -1.455 -0.392 -1.15 2.18 0.07
H -0.086 -0.253 2.052 0.54 0.68 -1.45
H -0.541 1.316 -0.747 0.53 -1.52 0.76
H 1.063 2.183 0.518 0.55 -0.64 1.07
H 2.309 1.064 1.210 -0.50 0.40 0.25
H 1.235 2.014 2.338 -0.24 -1.05 -1.39
H -1.738 -1.116 -1.020 -1.07 -0.25 -0.96
H -2.642 0.445 -0.521 -0.56 0.20 -0.84
H -2.290 -0.817 0.615 0.74 0.51 -0.72
```
Forces are in eV/Å.

Calculated values
HOMO   -9.1 eV
E_tot   -10443.8147 eV
Frontier orbital gap   9.70 eV